ORCA calculation (the ωB97M-V functional and the def2-TZVPD basis) on a structure of composition C23H7B3Cl82INO3 at a distorted geometry.

As for the charge: 0. Its multiplicity is 1. Its HOMO energy is -9.84 eV. As for the electronic energy: -39269.19288 hartree. The calculation puts the gap between HOMO and LUMO at 9.6958 eV.

Structure (XYZ):
```
120
Properties=species:S:1:pos:R:3:forces:R:3
C -6.98566 -1.39264 -7.63912 -0.010 0.452 -0.379
C -6.76930 -2.73041 -8.29630 -0.319 -0.104 0.880
Cl -6.01884 -2.53229 -9.88454 0.169 -0.073 -0.455
C -5.94418 -3.70637 -7.45683 0.235 0.139 -0.467
Cl -6.62017 -3.77414 -5.81285 -0.158 -0.168 0.320
B -4.39313 -3.41461 -7.41354 -1.043 -0.023 -0.053
O -3.84342 -2.65846 -6.42699 -0.117 0.235 0.422
B -2.56420 -2.98646 -6.02669 -0.122 -0.124 0.149
N -1.86731 -2.28812 -5.03235 0.157 -0.890 0.664
O -1.95986 -4.03366 -6.72792 0.874 0.583 0.230
B -2.27992 -3.86750 -8.03351 0.440 -0.665 -0.624
I -0.76533 -3.23655 -9.38995 -0.062 -0.163 -0.176
O -3.59248 -3.97808 -8.37166 0.070 0.135 -0.424
H -7.31854 -0.69281 -8.39544 -0.063 0.212 -0.151
H -6.08160 -0.99670 -7.19020 0.168 0.028 0.156
H -7.77714 -1.45294 -6.90719 -0.046 -0.078 0.382
H -7.74056 -3.18494 -8.43405 0.076 -0.037 -0.433
H -6.07247 -4.69082 -7.88751 -0.039 -0.300 -0.058
H -0.97822 -2.74393 -4.85610 0.031 0.252 0.110
H -2.35959 -2.16501 -4.15508 0.055 0.587 -0.167
C -1.29006 0.87997 -2.45826 0.064 -0.047 0.029
Cl -2.58301 -0.29578 -2.17901 0.042 0.135 0.041
Cl -0.14307 0.23032 -3.62795 -0.083 -0.017 -0.069
Cl -1.98098 2.37512 -3.08645 -0.009 0.062 -0.006
Cl -0.47032 1.20718 -0.92675 0.020 -0.027 0.051
C 3.74056 1.70316 -2.56612 -0.004 -0.029 0.016
Cl 2.20534 2.49313 -2.92407 0.123 0.123 0.059
Cl 3.60722 0.86246 -1.02323 0.097 -0.195 -0.208
Cl 4.09750 0.53227 -3.83653 0.020 -0.009 -0.080
Cl 5.02803 2.91045 -2.46887 -0.120 0.143 -0.057
C 3.39895 -0.84229 2.98427 0.111 0.097 -0.020
Cl 3.28709 -2.59952 3.00964 -0.022 -0.059 -0.009
Cl 5.08918 -0.36157 2.83329 0.071 0.023 -0.011
Cl 2.50158 -0.19780 1.60228 -0.124 -0.033 0.220
Cl 2.72110 -0.19067 4.47634 -0.034 -0.018 0.021
C 1.11984 -3.46145 -0.71301 -0.006 -0.062 -0.008
Cl 0.93999 -5.21860 -0.73638 -0.153 0.218 0.353
Cl 2.83059 -3.04349 -0.79280 0.064 0.027 0.004
Cl 0.28785 -2.78110 -2.10909 -0.042 0.095 -0.055
Cl 0.41414 -2.80939 0.76331 -0.119 -0.076 -0.013
C -0.71866 -0.03682 7.01014 -0.020 0.091 -0.036
Cl -1.46145 -1.06389 8.23279 0.067 0.058 -0.105
Cl -0.88881 -0.78654 5.42338 -0.020 -0.011 -0.082
Cl -1.52124 1.53427 7.00324 0.270 -0.072 -0.173
Cl 0.98763 0.19836 7.37853 0.070 -0.312 0.207
C -1.02843 -5.07312 7.31386 0.045 -0.018 0.013
Cl -2.49891 -4.60689 6.45777 -0.060 0.038 -0.051
Cl 0.28638 -3.98852 6.85422 0.083 -0.011 -0.019
Cl -1.30874 -4.95931 9.05124 0.098 -0.134 -0.092
Cl -0.59608 -6.73118 6.88700 -0.005 -0.027 -0.008
C 2.59473 -8.67129 -3.42660 -0.070 0.002 0.009
Cl 3.47611 -8.07429 -4.83230 0.042 0.026 -0.052
Cl 3.69251 -9.57232 -2.38042 0.022 -0.028 0.034
Cl 1.92094 -7.30023 -2.53539 0.201 -0.225 -0.252
Cl 1.28169 -9.72004 -3.95998 -0.020 -0.051 -0.016
C 3.49154 5.06740 1.12677 0.007 -0.129 0.138
Cl 3.19582 3.33092 1.03140 -0.069 0.050 -0.048
Cl 5.23897 5.33178 1.22954 -0.260 0.033 -0.149
Cl 2.84904 5.87555 -0.29948 0.000 -0.019 -0.071
Cl 2.71450 5.69053 2.58103 0.009 0.084 -0.088
C -6.15548 -1.53039 -0.86231 0.021 0.043 0.012
Cl -7.45855 -2.67258 -0.54705 -0.043 -0.041 0.009
Cl -5.03716 -2.22951 -2.03958 -0.110 -0.225 -0.089
Cl -6.81976 -0.03377 -1.51286 -0.022 0.060 -0.024
Cl -5.28634 -1.19011 0.63345 0.036 0.017 0.063
C -4.37626 4.02456 4.75588 -0.016 -0.005 -0.015
Cl -3.78873 4.75354 3.26038 0.030 0.026 -0.039
Cl -3.74362 4.92361 6.13764 -0.002 0.041 0.073
Cl -6.13844 4.06880 4.78496 -0.059 0.003 -0.002
Cl -3.82231 2.35404 4.85319 -0.108 -0.012 -0.117
C -4.46117 3.25394 10.29188 0.017 0.003 -0.007
Cl -3.24389 2.56324 9.21702 -0.148 0.058 0.193
Cl -4.60001 4.98797 9.98958 0.000 0.059 -0.014
Cl -6.01592 2.47833 9.98798 -0.060 -0.024 -0.013
Cl -3.98607 2.98536 11.96979 0.013 -0.010 0.053
C 9.52299 7.08332 2.08991 0.060 -0.031 0.047
Cl 10.69976 6.37266 0.98020 0.022 -0.032 -0.059
Cl 9.28627 8.78198 1.69628 0.146 -0.074 -0.033
Cl 7.98740 6.21424 1.95427 0.239 0.143 0.064
Cl 10.12286 6.93345 3.73889 -0.164 0.182 0.027
C 7.71477 -1.02354 -1.49558 -0.003 0.008 0.000
Cl 8.89988 -1.74952 -2.58129 0.039 -0.023 -0.031
Cl 7.24632 0.56349 -2.10005 0.083 -0.046 0.047
Cl 6.28631 -2.06015 -1.41161 -0.061 -0.046 0.001
Cl 8.41385 -0.85893 0.11629 0.018 0.004 0.062
C 1.26015 7.05640 -4.49868 -0.054 -0.011 0.031
Cl -0.47857 7.26992 -4.70992 -0.067 0.005 -0.020
Cl 2.07746 7.30774 -6.03972 0.033 0.012 -0.045
Cl 1.85215 8.22258 -3.31412 0.052 0.088 0.064
Cl 1.58782 5.42630 -3.91293 0.047 0.024 -0.030
C 12.79161 4.45854 6.03956 0.015 -0.017 -0.004
Cl 14.25260 3.47643 6.15563 0.041 -0.025 -0.002
Cl 12.40160 4.75737 4.34765 0.194 -0.185 -0.002
Cl 11.44919 3.60988 6.80797 -0.052 -0.035 0.034
Cl 13.05370 6.00178 6.85599 0.010 0.061 0.037
C -3.31193 -3.12946 12.10416 -0.021 0.035 0.011
Cl -2.68491 -2.42734 10.61089 -0.185 0.071 0.298
Cl -2.77078 -2.16448 13.47646 0.020 0.036 0.051
Cl -5.07320 -3.14557 12.04972 -0.064 -0.006 -0.004
Cl -2.71321 -4.78190 12.27712 0.030 -0.060 -0.006
C 6.41625 11.49544 0.42903 0.016 0.007 0.005
Cl 6.31514 10.11127 1.51215 -0.253 0.027 0.025
Cl 5.65447 12.89699 1.18090 -0.028 0.047 0.025
Cl 8.11605 11.85571 0.10436 0.090 0.026 -0.004
Cl 5.60368 11.12464 -1.09018 -0.060 -0.032 -0.068
C -2.15173 -10.52903 -6.52447 -0.003 0.015 -0.003
Cl -0.60112 -11.37125 -6.46982 0.045 -0.045 -0.009
Cl -2.68116 -10.38351 -8.20002 -0.018 0.005 -0.060
Cl -3.34819 -11.44183 -5.60497 -0.042 -0.032 0.036
Cl -1.96986 -8.92125 -5.82238 0.008 0.065 0.026
C 1.33813 4.59020 6.40391 -0.037 -0.057 -0.103
Cl -0.24689 4.88883 5.68653 -0.048 0.018 -0.011
Cl 2.49087 5.77630 5.79237 0.042 0.130 0.220
Cl 1.22059 4.71047 8.15911 0.005 0.001 0.045
Cl 1.88045 2.97233 5.95630 0.070 0.145 -0.125
C -11.51519 -4.00459 -9.14204 0.011 -0.001 0.002
Cl -12.32920 -5.45225 -8.55279 -0.026 -0.050 0.024
Cl -12.52661 -2.59264 -8.84284 -0.039 0.054 0.013
Cl -9.97478 -3.80995 -8.29179 -0.253 -0.082 0.069
Cl -11.20842 -4.15840 -10.86997 0.011 -0.006 -0.069
```
Positions in Å, forces in eV/Å.


ORCA calculation (the ωB97M-V functional and the def2-TZVPD basis) on a structure of composition C24H36F12O22S3Zr at a distorted geometry.

As for the charge: +2. Its multiplicity is 1. Its HOMO energy is -15.07 eV. As for the electronic energy: -5030.76299 hartree. The calculation puts the gap between HOMO and LUMO at 6.0080 eV.

Structure (XYZ):
```
98
Properties=species:S:1:pos:R:3:forces:R:3
Zr -5.21526 15.64518 -13.56586 -7.599 0.178 -2.782
O -5.89117 13.85955 -14.50871 1.404 4.260 2.681
C -7.29814 13.71242 -14.45700 -1.628 0.125 0.199
C -8.13792 14.92016 -13.82260 0.286 -1.270 -0.125
O -7.32554 16.01364 -13.41843 4.448 -1.653 -0.282
H -7.71774 13.52197 -15.44772 0.385 -0.078 -0.165
H -7.53639 12.85373 -13.82531 0.272 -0.193 -0.162
H -8.67328 14.44796 -12.99172 0.296 0.467 0.493
H -8.96017 15.23742 -14.46826 0.436 0.392 -0.342
C -4.77799 13.46800 -18.74262 0.109 0.366 -0.290
C -4.82122 14.59112 -17.71553 1.370 -0.190 0.008
O -5.93460 15.48070 -17.92661 -1.030 0.122 0.038
C -6.30894 16.28570 -16.98713 0.443 -1.044 -1.446
O -5.76618 16.40619 -15.91238 0.925 0.203 2.379
C -7.57032 17.07539 -17.36185 -0.624 0.653 0.635
F -7.41294 18.35535 -17.03657 0.304 0.159 -0.030
F -7.91832 16.97733 -18.61341 0.167 -0.177 -0.365
F -8.56469 16.60408 -16.59100 -0.085 -0.324 0.087
H -4.14252 12.67607 -18.34794 -0.127 -0.075 0.075
H -4.31947 13.77190 -19.68281 -0.046 0.235 0.062
H -5.75828 13.07214 -19.00320 -0.079 -0.039 0.338
H -3.95099 15.25063 -17.78424 0.131 -0.254 -0.157
H -4.80393 14.18718 -16.70228 -0.583 0.086 -0.019
C -10.07544 15.26059 -9.28870 0.362 0.911 -1.089
C -9.07486 16.01892 -10.17034 -1.053 -1.138 -0.380
O -8.27079 16.87920 -9.36217 -0.268 0.822 0.723
C -7.10935 17.28511 -9.73528 0.754 -0.893 -0.905
O -6.43559 16.77349 -10.61004 0.302 0.200 -0.619
C -6.52635 18.46524 -8.93705 -0.427 -0.061 0.899
F -6.65049 19.63180 -9.58271 -0.196 -0.156 -0.358
F -7.16035 18.54992 -7.77452 0.298 0.214 -0.008
F -5.23009 18.25692 -8.74400 0.081 -0.057 0.088
H -10.61699 16.01700 -8.72582 -0.036 -0.354 0.421
H -9.60851 14.48082 -8.69699 -0.055 0.097 0.195
H -10.77021 14.82900 -10.01299 -0.119 -0.263 0.252
H -9.63966 16.65026 -10.85928 0.116 0.247 0.126
H -8.51454 15.31780 -10.79017 0.536 0.173 0.318
C -8.48763 20.54563 -12.67226 -1.182 0.010 0.815
C -7.60939 19.36064 -13.01422 -1.074 1.354 -1.258
O -6.26495 19.80978 -12.71121 1.254 -0.050 0.879
C -5.23816 19.06246 -12.74651 -1.362 0.472 0.077
O -5.24288 17.90884 -13.18361 0.853 -2.454 -0.525
C -3.97799 19.70349 -12.15325 0.394 0.551 0.410
F -3.08849 19.91654 -13.11294 0.087 -0.202 -0.232
F -4.25403 20.84199 -11.55600 -0.121 -0.016 -0.077
F -3.47845 18.85766 -11.25659 0.103 -0.300 -0.058
H -8.22313 20.95715 -11.69689 0.302 0.138 -0.154
H -9.51427 20.22346 -12.48919 0.127 -0.444 -0.023
H -8.63051 21.34024 -13.40167 0.796 -0.070 -0.191
H -7.59481 19.23225 -14.09937 -0.208 -0.628 0.147
H -7.92665 18.48314 -12.45810 0.671 -0.207 -0.009
C -10.73589 17.77427 -13.59627 0.718 -0.312 0.671
C -11.79604 18.78777 -13.15447 0.848 -0.215 -1.800
O -12.61929 18.35074 -12.09563 -0.418 -0.478 -0.212
C -12.21133 18.47304 -10.85695 0.561 0.936 0.941
O -11.25896 19.09611 -10.46273 0.105 -0.389 -0.377
C -13.16735 17.75991 -9.86755 0.084 -0.320 -1.044
F -13.51015 16.58895 -10.42644 -0.241 -0.070 0.330
F -12.55674 17.50646 -8.71761 -0.178 0.271 0.054
F -14.25652 18.49763 -9.67920 0.119 -0.155 0.251
H -10.13045 18.18288 -14.40892 -0.327 0.154 -0.197
H -11.11873 16.80197 -13.90562 -0.406 0.179 -0.062
H -9.99153 17.55384 -12.82243 -0.186 0.121 0.269
H -12.41628 18.90929 -14.04020 -0.560 0.068 0.363
H -11.31252 19.74840 -13.01001 -0.263 0.111 0.651
C -12.62065 12.10627 -14.09839 -0.778 0.447 -0.766
C -11.31862 12.86662 -13.83912 0.586 -1.586 -1.162
O -11.64442 13.99450 -13.07490 -0.759 0.852 0.726
S -13.27570 14.31184 -13.12152 -0.234 -1.056 0.420
O -13.56977 15.62752 -13.59343 0.756 -1.107 -0.166
O -13.80973 13.88413 -11.86555 0.434 0.169 -0.830
O -13.54611 13.19056 -14.26690 -0.623 1.355 0.964
H -12.93660 11.41656 -13.31221 0.172 0.463 0.440
H -12.78096 11.54534 -15.01939 0.880 0.094 -0.138
H -10.79925 13.23892 -14.72757 -0.449 -0.232 -0.375
H -10.64530 12.12618 -13.40074 0.122 0.651 0.833
C -10.48245 9.21907 -11.14660 -0.023 -0.738 0.704
C -9.57946 9.08649 -9.90745 -1.152 -0.416 -0.450
O -8.40366 9.83111 -10.23107 0.678 0.976 -0.953
S -8.57277 10.76952 -11.55162 -1.071 -1.256 1.204
O -7.88811 10.18181 -12.67530 -0.578 0.742 0.984
O -8.37705 12.15067 -11.21329 0.077 -0.760 -0.542
O -10.17681 10.50939 -11.62895 1.325 1.129 -1.223
H -11.54942 9.25746 -10.93878 0.103 -0.279 0.200
H -10.25102 8.39989 -11.83207 -0.058 0.413 -0.418
H -9.32374 8.03994 -9.76795 0.252 0.103 0.228
H -10.10366 9.48547 -9.04100 0.490 0.208 0.178
C -5.07024 10.54354 -14.98625 0.439 -0.326 0.803
C -4.23699 9.60094 -15.86879 -1.121 -0.638 0.099
O -2.87914 9.86167 -15.55333 0.073 0.180 0.381
S -2.80532 10.11640 -13.95390 0.653 -0.393 -0.319
O -1.67581 10.95769 -13.71023 -1.147 -0.178 -0.113
O -2.95652 8.88952 -13.23574 -0.191 0.855 -0.565
O -4.19202 10.94648 -13.91595 1.023 0.322 0.349
H -5.85960 10.01574 -14.45111 -0.478 0.222 -0.676
H -5.35319 11.45855 -15.50433 -0.297 -0.120 0.087
H -4.49614 9.75320 -16.91404 0.697 0.178 -0.119
H -4.49555 8.56535 -15.63955 0.234 -0.021 0.080
```
Positions in Å, forces in eV/Å.